(1)
DFT (wB97M-V/def2-TZVPD) results for a 2-piece molecular cluster, C11H12F6IN3O4PS overall.

Last column: Mulliken charge in e.
CARTESIAN COORDINATES (ANGSTROEM)
O -3.5925 5.1584 -3.8240  -0.384
C -2.9887 4.1437 -3.8425  0.178
O -2.4658 3.6649 -5.0302  -0.440
C -2.7433 3.3753 -2.4632  0.875
F -2.3617 2.0509 -2.6876  -0.293
F -3.9851 3.2919 -1.8779  -0.266
C -1.7087 4.1230 -1.5305  0.474
F -2.1609 5.4069 -1.3549  -0.233
F -1.7781 3.5283 -0.2864  -0.293
C -0.2406 4.2129 -2.1163  1.039
F -0.0615 3.5064 -3.2916  -0.279
F -0.0063 5.5249 -2.4228  -0.256
C 0.8832 3.7057 -1.1214  -0.456
O 1.5533 4.4266 -0.4851  -0.324
N 1.0906 2.2421 -1.0179  0.239
C 0.5472 1.6073 0.1134  -0.087
C 0.8648 0.2215 -0.0858  -0.523
I 0.2831 -1.2680 1.3203  0.362
N 1.5824 0.1498 -1.2939  0.204
P 2.1650 -1.4065 -1.9481  0.263
S 4.0450 -1.3874 -2.3479  -0.282
C 1.7264 1.3927 -1.8644  -0.020
H -2.7336 2.7268 -5.0971  0.374
H -0.0189 2.1074 0.9195  0.480
H 1.3613 -1.6241 -3.1151  0.143
H 1.7671 -2.3687 -0.9681  0.044
H 2.2362 1.6544 -2.8181  0.444
C 1.4305 -4.9112 2.9914  0.104
O 1.9127 -3.8706 2.5690  -0.592
N 0.6482 -5.0185 4.0859  0.109
C 0.1112 -6.2924 4.5284  -0.908
C 0.3346 -3.8216 4.8447  -0.781
H 1.6069 -5.8761 2.4905  0.307
H -0.9796 -6.2405 4.5315  0.337
H 0.4671 -6.5001 5.5393  0.338
H 0.4278 -7.0975 3.8666  0.298
H -0.1792 -3.1066 4.1969  0.122
H 1.2607 -3.3659 5.1999  0.302
H -0.3011 -4.0662 5.6936  0.382

Frontier orbital gap ... 7.53 eV
Net charge ... +1


(2)
DFT (wB97M-V/def2-TZVPD) results for C11H12F9N4O11PS3 as an isolated structure.

Last column: Mulliken charge in e.
CARTESIAN COORDINATES (ANGSTROEM)
O -1.9451 6.3525 1.5625  -0.369
C -1.9962 5.7606 0.3444  0.506
F -0.7336 5.8400 -0.4750  -0.214
N -3.1974 5.0414 -0.2248  -0.499
C -4.4559 5.2508 0.5863  0.505
O -4.9563 6.5138 0.6090  -0.404
F -5.1932 4.1754 1.2969  -0.175
N -2.9503 3.7096 -0.5131  0.634
C -3.5100 3.3294 -1.8913  -0.267
C -3.0487 1.7551 -1.9111  0.108
S -3.4995 0.8084 -3.4628  1.161
O -2.7546 1.3356 -4.7259  -0.462
O -3.3090 -0.7264 -3.3739  -0.494
F -5.2095 1.0541 -3.7351  -0.265
N -2.3081 1.3547 -0.6527  0.525
C -1.7211 -0.0075 -0.3559  -0.513
C -0.1267 0.0553 0.0793  -0.023
C 0.8895 -0.4663 -1.1391  -0.348
C 2.3566 0.2632 -0.8104  -0.468
O 2.4611 1.6039 -1.4070  -0.562
C -2.2728 2.5972 0.2549  -0.041
P -1.5236 2.7191 2.0069  0.359
O -2.6980 3.1417 3.2210  -0.455
O -0.1167 3.7649 2.0616  -0.466
H -4.0981 3.9953 -2.6543  0.394
H -2.2980 -0.5371 0.5440  0.224
H -1.7825 -0.7644 -1.2569  0.341
H 0.0819 -0.6548 0.9921  0.315
H 0.2467 1.1342 0.3565  -0.228
H 0.5706 -0.0777 -2.1969  0.282
H 1.0006 -1.6464 -1.1528  0.262
H 3.2623 -0.4457 -1.0469  0.275
H 2.3477 0.4260 0.3702  0.283
H 3.0265 2.1613 -0.7886  0.328
H -3.4628 2.4755 3.2354  0.366
H 0.4865 3.4870 1.2943  0.362
C 4.0993 -4.8959 -1.5144  0.601
F 3.9341 -4.2993 -2.7303  -0.226
F 3.7942 -6.2167 -1.6915  -0.228
F 5.4397 -4.8588 -1.2486  -0.229
S 3.1066 -4.1243 -0.1934  1.107
O 1.7196 -4.2782 -0.6406  -0.677
O 3.5825 -2.7396 -0.1394  -0.611
N 3.5769 -5.0773 0.9834  -0.383
S 2.8967 -4.7042 2.3657  1.045
O 1.4627 -4.9854 2.4828  -0.648
O 3.3273 -3.4494 2.9856  -0.650
C 3.6975 -6.0037 3.3640  0.593
F 5.0610 -5.9042 3.3520  -0.232
F 3.4151 -7.2610 2.9071  -0.231
F 3.3245 -5.9816 4.6766  -0.209

Frontier orbital gap ... 4.27 eV
Net charge ... 0


(3)
DFT (wB97M-V/def2-TZVPD) results for one molecule with the formula C11H12FIO.

Last column: Mulliken charge in e.
CARTESIAN COORDINATES (ANGSTROEM)
C -0.0850 -1.2695 -1.0922  -0.550
C 0.0259 -2.5802 -0.6683  -0.742
C -0.9580 -0.5992 1.0184  -0.628
C -0.9036 -1.9258 1.4573  -0.222
C -0.5863 -0.2946 -0.2916  0.950
C -0.5031 -2.9082 0.6041  0.286
C -0.8058 -4.2771 2.4109  -0.420
C -1.0986 -2.4866 2.7893  0.590
C 0.7288 2.2867 1.0483  -1.270
C -0.6773 1.1430 -0.7387  -1.410
C 0.6047 1.9313 -0.3973  -0.190
O -0.4401 -4.1963 1.0542  -0.499
F -2.3494 -2.3294 3.2994  -0.264
I 0.2816 -1.5308 4.1172  0.048
H 0.4765 -0.9080 -1.8558  0.511
H 0.4390 -3.3596 -1.3068  0.412
H -1.5261 0.2377 1.4419  0.362
H -0.0746 -4.8560 2.9286  0.285
H -1.7504 -4.7604 2.5966  0.273
H 0.8321 1.4415 1.6284  0.334
H 1.6155 2.8723 1.2310  0.367
H -0.2516 2.6134 1.2995  0.311
H -0.7977 1.1999 -1.8019  0.426
H -1.4998 1.5994 -0.1508  0.368
H 1.5736 1.4234 -0.7876  0.281
H 0.5279 2.7830 -0.9832  0.391

SMILES ... CCCc1ccc2c(c1)[C@](F)(I)CO2
Frontier orbital gap ... 8.79 eV
Energy relative to the best compared isomer or geometry (same formula, charge and spin) ... 0.0 kcal per mole
Net charge ... 0


(4)
DFT (wB97M-V/def2-TZVPD) results for one molecule with the formula C11H12N2O2.

Last column: Mulliken charge in e.
CARTESIAN COORDINATES (ANGSTROEM)
C -2.2683 -0.0409 0.4227  0.307
C -3.7383 -0.2717 0.0489  0.473
C -1.4433 0.6224 -0.7020  -1.089
C -0.0169 0.8970 -0.3139  0.516
C 0.4727 2.1045 0.0880  -0.717
C 1.0864 -0.0193 -0.2750  0.664
C 2.2161 0.6881 0.1413  -0.446
C 1.2294 -1.3939 -0.5913  -0.240
C 3.4840 0.1076 0.2821  -0.828
C 2.4770 -1.9819 -0.4525  -0.751
C 3.6003 -1.2421 -0.0276  -0.428
H -0.9034 -1.2315 1.3848  0.254
H -2.4058 -1.9194 1.1835  0.244
H -2.3130 0.6826 1.2597  0.201
H -1.8830 1.5893 -0.9743  0.553
H -1.4706 -0.0318 -1.5874  0.297
H -0.0317 3.0681 0.1931  0.382
H 2.4100 2.7845 0.6412  0.214
H 0.3563 -1.9364 -0.8807  0.479
H 4.3651 0.6819 0.6045  0.330
H 2.5947 -3.0343 -0.6832  0.377
H 4.5449 -1.7076 0.0607  0.441
H -3.7759 1.4629 -0.7127  0.389
N -1.6981 -1.3251 0.7627  -0.546
N 1.8165 1.9924 0.3736  -0.017
O -4.3340 -1.2870 0.3320  -0.587
O -4.3711 0.7417 -0.5780  -0.472

SMILES ... N[C@@H](Cc1c[nH]c2ccccc12)C(=O)O
Frontier orbital gap ... 8.60 eV
Energy relative to the best compared isomer or geometry (same formula, charge and spin) ... 9.7 kcal per mole
Net charge ... 0


Largest force on an atom (computed, Eh/bohr): 0.0692 0.2083 0.0707 0.0293
E_HOMO (computed, eV): -11.77 -8.72 -8.60 -8.09